No. 1
11 unconnected molecules or ions with the total composition C41H78Cl8NO12S3 in a non-equilibrium geometry. Source: OMol25; level of theory: ωB97M-V/def2-TZVPD.

Cartesian coordinates (Å):
C: 4.47 -0.26 1.85
C: 3.43 0.81 2.30
C: 2.58 1.50 1.24
C: 1.37 0.68 0.68
N: 0.10 1.50 0.31
C: -1.01 0.58 -0.20
C: -2.31 1.00 0.45
C: -1.78 1.32 1.75
C: -0.54 2.09 1.62
C: 0.47 2.57 -0.65
H: 5.10 0.11 1.04
H: 4.06 -1.26 1.70
H: 5.13 -0.40 2.70
H: 3.91 1.68 2.76
H: 2.81 0.33 3.05
H: 3.19 2.14 0.61
H: 2.23 2.35 1.83
H: 1.11 -0.03 1.46
H: 1.59 0.07 -0.20
H: -1.10 0.80 -1.27
H: -0.80 -0.48 -0.07
H: -2.70 1.96 0.11
H: -3.03 0.18 0.51
H: -2.53 1.78 2.40
H: -1.53 0.42 2.33
H: -0.69 3.17 1.63
H: 0.09 1.77 2.44
H: -0.36 3.26 -0.81
H: 0.67 2.17 -1.64
H: 1.42 3.03 -0.36
C: 5.36 -0.28 -5.31
C: 4.31 -1.33 -5.01
C: 4.93 -2.65 -4.65
S: 6.48 -2.18 -3.83
O: 7.62 -2.99 -4.32
O: 6.38 -1.96 -2.39
C: 6.73 -0.59 -4.65
H: 4.97 0.70 -5.06
H: 5.59 -0.31 -6.38
H: 3.46 -1.46 -5.68
H: 3.86 -0.92 -4.10
H: 5.08 -3.16 -5.60
H: 4.36 -3.30 -3.99
H: 7.49 -0.66 -5.43
H: 7.15 0.04 -3.87
C: -4.62 4.13 -4.56
C: -5.51 3.51 -5.65
C: -6.43 2.56 -4.91
S: -6.89 3.43 -3.38
O: -6.58 2.64 -2.18
O: -8.18 4.07 -3.49
C: -5.71 4.71 -3.64
H: -4.08 4.90 -5.10
H: -3.95 3.43 -4.07
H: -4.84 3.08 -6.39
H: -6.10 4.27 -6.18
H: -5.64 1.83 -4.72
H: -7.37 2.14 -5.27
H: -5.42 5.13 -2.68
H: -6.47 5.33 -4.13
C: -1.20 -7.82 -2.70
C: -2.62 -7.13 -2.65
C: -2.83 -6.66 -1.14
S: -1.16 -6.16 -0.50
O: -1.05 -6.85 0.80
O: -0.74 -4.76 -0.74
C: -0.17 -7.25 -1.76
H: -0.69 -7.73 -3.65
H: -1.44 -8.87 -2.54
H: -3.50 -7.65 -3.05
H: -2.58 -6.19 -3.21
H: -3.04 -7.43 -0.40
H: -3.53 -5.83 -1.07
H: 0.33 -8.06 -1.23
H: 0.56 -6.57 -2.20
O: -4.35 -3.34 3.31
C: -5.02 -4.24 3.80
O: -4.53 -5.51 3.93
C: -5.58 -6.54 4.06
C: -6.91 -5.83 3.78
C: -6.57 -4.34 3.98
H: -5.51 -6.86 5.10
H: -5.25 -7.33 3.38
H: -7.65 -6.19 4.49
H: -7.18 -6.12 2.77
H: -6.97 -3.87 4.88
H: -6.84 -3.68 3.16
O: 0.57 0.96 6.35
C: 0.75 1.95 7.01
O: 0.21 3.16 6.85
C: 0.53 4.18 7.88
C: 1.71 3.42 8.42
C: 1.50 1.90 8.23
H: -0.27 4.14 8.62
H: 0.60 5.16 7.42
H: 1.81 3.43 9.50
H: 2.66 3.72 7.97
H: 0.80 1.47 8.94
H: 2.47 1.40 8.20
O: 1.78 5.87 -4.51
C: 1.46 6.74 -5.34
O: 0.93 7.86 -4.89
C: 0.39 8.67 -5.88
C: 0.52 7.93 -7.17
C: 1.36 6.70 -6.85
H: 0.82 9.67 -5.85
H: -0.67 8.83 -5.68
H: 1.05 8.50 -7.94
H: -0.46 7.68 -7.57
H: 2.37 6.69 -7.27
H: 0.85 5.79 -7.15
Cl: -4.92 -1.92 -3.95
C: -5.84 -3.04 -5.07
C: -6.93 -3.76 -4.26
Cl: -8.22 -2.55 -3.88
H: -5.13 -3.74 -5.49
H: -6.30 -2.40 -5.82
H: -6.62 -4.36 -3.40
H: -7.42 -4.38 -5.01
Cl: 1.87 -5.20 4.47
C: 0.97 -3.68 4.82
C: 0.15 -3.80 6.12
Cl: 1.24 -4.08 7.47
H: 0.38 -3.44 3.94
H: 1.77 -2.94 4.88
H: -0.64 -4.55 6.06
H: -0.40 -2.88 6.33
Cl: 6.28 5.94 0.35
C: 5.01 6.65 -0.54
C: 4.05 7.58 0.28
Cl: 3.20 6.93 1.78
H: 4.52 5.71 -0.76
H: 5.37 6.97 -1.52
H: 3.42 8.06 -0.46
H: 4.51 8.41 0.82
Cl: 5.55 -2.53 7.02
C: 6.93 -3.67 7.60
C: 8.28 -2.86 7.63
Cl: 8.96 -2.52 6.01
H: 6.97 -4.43 6.83
H: 6.72 -4.17 8.54
H: 9.07 -3.40 8.15
H: 8.18 -1.93 8.20

Values from the calculation:
Kohn-Sham gap = 0.347 hartree
LUMO level = -2.03 eV
E_tot = -202515.6271 eV
largest force on an atom = 3.98 eV Å⁻¹
net charge = +1

***

No. 2
A molecular structure, C24H33Cl14I2O2PS in a non-equilibrium geometry. Source: OMol25; level of theory: ωB97M-V/def2-TZVPD.

Cartesian coordinates (Å):
O: -0.15 0.50 1.41
C: -0.17 -0.09 0.31
C: 1.16 -0.48 -0.53
P: 2.62 0.71 -0.63
S: 3.37 1.21 1.09
C: 1.23 -1.73 -1.24
C: -0.05 -2.72 -1.18
O: 0.08 -3.96 -1.12
C: -1.47 -1.95 -1.16
C: -2.74 -2.54 -1.87
I: -2.72 -4.48 -2.90
C: -4.06 -1.68 -1.81
C: -4.13 -0.29 -1.09
I: -5.95 0.92 -1.08
C: -2.86 0.27 -0.34
C: -1.55 -0.57 -0.39
H: 3.57 0.15 -1.55
H: 2.10 1.92 -1.23
H: 2.15 -2.01 -1.87
H: -5.01 -2.07 -2.35
H: -2.88 1.27 0.22
Cl: -1.94 -7.03 -4.43
C: -0.24 -6.50 -4.53
C: 0.44 -6.99 -5.79
Cl: 0.67 -8.76 -5.78
H: 0.27 -6.85 -3.63
H: -0.25 -5.41 -4.51
H: 1.43 -6.54 -5.88
H: -0.14 -6.73 -6.68
Cl: -3.68 2.17 5.71
C: -2.44 1.57 4.57
C: -2.53 2.24 3.22
Cl: -4.00 1.78 2.33
H: -2.56 0.48 4.49
H: -1.47 1.77 5.03
H: -1.68 1.95 2.60
H: -2.52 3.33 3.31
Cl: -8.35 -0.28 3.32
C: -7.45 0.75 4.48
C: -8.29 1.11 5.68
Cl: -9.62 2.22 5.27
H: -7.11 1.63 3.94
H: -6.58 0.17 4.79
H: -7.67 1.62 6.42
H: -8.72 0.23 6.15
Cl: 4.59 -2.23 1.22
C: 6.15 -2.56 0.42
C: 6.29 -1.81 -0.89
Cl: 5.18 -2.44 -2.14
H: 6.25 -3.63 0.28
H: 6.94 -2.23 1.11
H: 7.30 -1.93 -1.28
H: 6.09 -0.74 -0.77
Cl: 4.83 3.85 -0.62
C: 5.73 4.86 0.54
C: 4.89 5.22 1.75
Cl: 3.57 6.34 1.35
H: 6.08 5.75 0.01
H: 6.60 4.28 0.85
H: 5.52 5.73 2.49
H: 4.46 4.33 2.22
Cl: -4.33 3.86 -4.95
C: -5.92 3.53 -5.68
C: -6.65 2.40 -4.97
Cl: -5.86 0.82 -5.23
H: -5.77 3.30 -6.73
H: -6.50 4.45 -5.60
H: -7.67 2.31 -5.36
H: -6.71 2.58 -3.89
Cl: 7.31 1.45 1.30
C: 6.92 0.69 2.87
C: 8.17 0.28 3.62
Cl: 9.02 -1.08 2.83
H: 6.27 -0.16 2.68
H: 6.36 1.43 3.45
H: 7.90 -0.06 4.62
H: 8.87 1.11 3.72

Values from the calculation:
Kohn-Sham gap = 0.256 hartree
LUMO level = -1.65 eV
E_tot = -241152.8270 eV
largest force on an atom = 4.48 eV Å⁻¹

***

Look up the LUMO level of the first one. -2.03 eV